No. 1
45
Properties=species:S:1:pos:R:3:forces:R:3:mulliken_charge:R:1 method="wB97M-V/def2-TZVPD" relative_energy_kcal_mol=5.1 homo_energy_ev=-9.32 total_charge=0
K -0.07982 -1.18253 -0.02150 0.40 -1.71 -0.38 1.049
N 2.65952 1.50050 0.88611 1.22 -0.13 0.46 0.104
C 2.69617 2.58087 1.91432 0.09 0.18 0.08 -0.069
C 2.41875 2.00791 3.29791 -0.01 -0.01 0.07 -1.392
C 0.99425 1.47788 3.46728 -0.09 0.00 -0.09 0.007
N 0.83263 0.22071 2.72406 0.04 -0.02 0.09 -0.198
C -0.02296 2.52183 2.99676 -0.02 0.00 -0.02 -1.158
C 0.23474 3.08586 1.59743 0.00 -0.22 -0.12 0.176
N 0.08172 2.03489 0.57112 -0.17 0.07 0.04 -0.091
C 1.66046 3.64031 1.52843 0.01 0.08 0.02 -1.256
H 2.90106 0.56870 1.23929 0.02 0.10 -0.04 0.329
H 3.24772 1.67240 0.07194 -0.03 0.00 -0.08 0.463
H 1.66853 1.45415 0.60612 -1.10 -0.24 -0.58 0.280
H 3.69193 3.02171 1.90890 0.07 -0.03 -0.03 0.298
H 2.58921 2.81234 4.01835 0.01 -0.02 0.01 0.485
H 3.14090 1.21812 3.52720 0.00 0.02 0.00 0.435
H 0.82422 1.33432 4.53990 -0.01 -0.03 0.05 0.421
H -0.15537 0.01700 2.55909 0.02 0.00 -0.02 0.009
H 1.23440 -0.55382 3.23935 0.00 0.02 0.06 0.289
H 0.00825 3.36075 3.69842 -0.02 -0.01 0.00 0.568
H -1.02964 2.10280 3.04449 0.03 -0.01 -0.01 0.171
H -0.47874 3.89633 1.42655 0.02 0.08 0.05 0.407
H -0.13855 2.41822 -0.34161 -0.07 0.11 0.10 0.273
H -0.65307 1.36532 0.82868 -0.14 0.11 -0.09 -0.126
H 1.75478 4.47656 2.22465 0.04 0.02 -0.02 0.519
H 1.86934 4.03116 0.52766 0.01 -0.02 0.01 0.415
F 1.59549 -0.16764 -1.11098 1.18 0.64 -0.76 -0.506
B 2.86747 -0.85417 -1.01196 -0.01 0.06 -0.13 0.627
F 2.85348 -1.94664 -1.84376 0.04 0.07 0.07 -0.345
F 2.97432 -1.25666 0.35277 -0.04 0.09 -0.07 -0.461
F 3.86873 0.07671 -1.31143 -0.07 -0.09 0.15 -0.370
C -3.26415 -0.68879 2.89407 0.03 0.00 0.05 -1.983
C -2.95802 -0.30904 1.43896 -0.07 0.12 -0.02 1.121
O -1.63711 -0.18874 1.16635 -1.46 0.83 1.21 -1.160
C -3.68132 1.02942 1.13807 0.11 -0.13 0.02 0.486
F -3.09352 2.02211 1.83823 0.04 0.10 0.08 -0.216
F -4.97760 1.03776 1.48046 -0.16 -0.03 0.03 -0.294
F -3.60920 1.38110 -0.15128 0.03 0.03 -0.17 -0.280
C -3.53672 -1.41944 0.52695 0.15 0.04 0.06 0.487
F -3.22329 -1.23432 -0.76692 0.04 0.05 -0.13 -0.245
F -2.98530 -2.60583 0.87000 0.04 -0.09 0.04 -0.270
F -4.86217 -1.56856 0.59806 -0.20 -0.01 0.02 -0.269
H -2.96765 0.13563 3.54240 0.01 -0.01 0.00 0.405
H -2.66816 -1.56320 3.14865 0.00 0.00 0.00 0.401
H -4.31771 -0.91018 3.06306 0.00 0.02 0.00 0.463



No. 2
37
Properties=species:S:1:pos:R:3:forces:R:3:mulliken_charge:R:1 method="wB97M-V/def2-TZVPD" relative_energy_kcal_mol=0.0 homo_energy_ev=-19.77 total_charge=+3
C 1.32026 -2.18309 1.59122 0.11 0.32 -0.17 -1.201
C 2.47042 -1.38046 1.02013 -0.70 -0.94 0.54 -0.327
O 2.70588 -1.70357 -0.38884 -0.60 1.11 -0.10 -0.530
B 1.79004 -1.05470 -1.25403 1.58 -0.38 1.12 0.429
O 0.81372 -1.78236 -1.73132 -1.00 -0.03 -0.38 -0.470
C 2.03461 0.50187 -1.64444 -0.71 -0.44 -0.61 -0.047
O 3.25533 1.06470 -1.16458 -1.68 1.27 -0.22 -0.355
C 2.88535 2.33510 -0.58093 1.69 0.68 1.44 0.665
O 3.43932 2.80755 0.36316 -0.81 -0.93 -2.03 -0.371
O 1.82907 2.72655 -1.27761 -1.11 0.27 0.05 -0.315
C 0.98086 1.56934 -1.37836 0.73 0.06 1.14 -0.211
C 0.19554 1.61299 0.02152 -0.87 0.02 0.13 -0.839
C -1.28913 1.27878 -0.17093 0.82 -0.53 -0.28 -0.797
C -1.91577 0.94471 1.21574 -0.44 0.51 -0.08 -0.763
C -2.90022 -0.25102 1.08236 1.19 0.19 -1.93 -0.427
O -3.83925 -0.01039 0.15051 -0.68 0.13 0.50 -0.078
C -4.41888 -1.09664 -0.52674 -0.14 -0.31 0.23 -0.541
H 1.68646 -2.83780 2.35706 0.06 -0.48 0.36 0.383
H 0.60118 -1.52744 2.04475 -0.52 0.26 0.24 0.224
H 0.85752 -2.77788 0.82202 -0.23 -0.31 -0.28 0.324
H 2.31234 -0.31655 1.17300 -0.06 0.39 -0.18 0.289
H 3.34444 -1.65726 1.59433 0.55 -0.12 -0.12 0.594
H 0.23321 -1.33667 -2.35377 -0.24 -0.26 -0.44 0.341
H 2.10277 0.46590 -2.73244 0.26 -0.05 -0.43 0.647
H 0.21766 1.64107 -2.12583 0.07 0.44 -0.80 0.768
H 0.23818 2.63789 0.34118 0.15 0.53 0.29 0.397
H 0.67479 1.03245 0.79733 0.40 -0.40 0.03 0.380
H -1.38958 0.45632 -0.85850 -0.17 -0.47 -0.29 0.545
H -1.77772 2.13858 -0.58442 -0.54 0.31 -0.29 0.425
H -2.45102 1.83084 1.50946 -0.04 0.53 0.51 0.454
H -1.17780 0.69865 1.95762 0.06 -0.33 0.63 0.543
H -2.37814 -1.16924 0.82527 -0.14 -0.75 0.58 0.553
H -3.39559 -0.30914 2.08180 0.02 0.27 0.57 0.351
H -5.46558 -0.87879 -0.67852 -0.42 0.48 -0.34 0.318
H -3.93781 -1.22427 -1.50225 0.07 0.13 -0.43 0.321
H -4.32090 -2.00541 0.04105 0.34 -0.49 0.26 0.398
Tl 4.66847 -0.24062 -0.03600 3.02 -0.70 0.81 0.924



No. 3
40
Properties=species:S:1:pos:R:3:forces:R:3:mulliken_charge:R:1 method="wB97M-V/def2-TZVPD" homo_energy_ev=-8.53 total_charge=0
C 0.11454 -2.14426 -2.60704 0.16 -0.13 0.00 -0.937
C 1.40654 -1.39674 -2.25219 -0.23 -0.31 -0.12 -0.317
N 1.24509 -0.19706 -1.34930 0.21 0.25 -0.50 0.250
C -0.03490 0.57529 -1.44580 0.21 0.54 0.28 -0.442
C 0.09387 1.58007 -0.29944 0.38 0.10 -0.44 -0.846
C 1.18263 1.07486 0.68556 -0.85 0.45 0.39 0.271
N 0.56199 1.07701 2.00909 0.02 -0.88 -0.04 -0.489
C 1.13674 0.70765 3.08180 0.15 0.53 -0.02 0.911
C 0.27555 0.59039 4.30773 0.09 0.05 -0.09 -1.291
C 2.60340 0.43409 3.30347 -0.11 -0.30 -0.01 -1.251
C 1.66199 -0.29974 0.13444 0.02 0.24 -0.12 -0.962
N 3.05571 -0.49840 0.24680 -0.02 -0.02 0.13 -0.266
I 0.62767 -1.97851 0.93293 -0.13 -0.08 0.15 0.264
H 0.27806 -3.21484 -2.48190 -0.01 0.05 0.01 0.346
H -0.15366 -1.97551 -3.64860 -0.08 0.12 0.08 0.332
H -0.74054 -1.87931 -1.98951 -0.03 -0.04 -0.04 0.182
H 2.12392 -2.06824 -1.78031 -0.02 0.14 0.11 0.267
H 1.87865 -1.01776 -3.15900 -0.02 0.03 0.05 0.412
H 1.93175 0.46871 -1.70586 0.12 -0.05 0.10 0.468
H 0.00620 1.08420 -2.40809 -0.42 -0.24 -0.09 0.412
H -0.91359 -0.04383 -1.35972 -0.01 -0.20 0.04 -0.065
H -0.85187 1.72671 0.21218 0.01 -0.08 -0.08 0.478
H 0.42328 2.52609 -0.73312 -0.16 0.12 0.21 0.162
H 1.99511 1.81332 0.66157 0.40 -0.43 0.00 0.511
H 0.43307 -0.39279 4.76046 -0.06 0.03 0.01 0.340
H 0.57383 1.33775 5.04725 -0.02 -0.03 0.01 0.330
H -0.77016 0.72326 4.04304 0.02 -0.02 0.05 0.349
H 2.81896 -0.62358 3.13825 -0.02 -0.02 -0.04 0.250
H 2.85968 0.64499 4.34304 0.03 0.11 -0.10 0.404
H 3.24050 1.00101 2.63089 0.03 0.08 -0.03 0.305
H 3.39679 -1.38264 -0.09964 0.03 -0.04 0.04 0.289
H 3.60727 0.28530 -0.07826 0.06 0.02 0.07 0.250
C -5.32035 0.26029 -1.22221 0.08 -0.08 0.01 0.531
F -5.39310 -0.08949 0.06925 -0.02 -0.01 0.05 -0.234
F -6.16261 -0.52026 -1.90672 -0.06 -0.03 -0.01 -0.225
F -5.74693 1.52307 -1.32838 -0.03 0.04 0.00 -0.224
S -3.60520 0.09177 -1.85865 0.20 0.06 -0.15 1.312
O -3.27922 -1.30797 -1.65339 0.10 -0.02 0.06 -0.708
O -2.85052 0.99778 -1.00413 -0.01 0.05 0.07 -0.666
O -3.71013 0.50732 -3.23645 0.00 0.00 -0.02 -0.703